Record 1
The following is a quantum chemistry calculation of C25H18N4O2Pt as an isolated structure, from OMol25.

The value obtained for the HOMO energy is -14.85 eV. Its LUMO energy is -7.4 eV. The value obtained for the relative energy (zero: lowest compared OMol25 entry of this formula, charge and spin) is 0.00 kJ/mol. The value obtained for the electronic energy is -39507.596 eV. As for the net charge: +2.

CARTESIAN COORDINATES (ANGSTROEM)
1 Pt -0.7244 -0.7398 -0.3699
2 O 0.8331 6.8124 1.8011
3 C 1.4025 5.6191 1.6036
4 O 2.5485 5.4130 1.8745
5 C 0.5662 4.5411 0.9629
6 C -0.7539 4.3056 1.3271
7 C -1.4295 3.2013 0.8240
8 C -0.7694 2.3498 -0.0497
9 C 0.5402 2.5973 -0.4503
10 C 1.2066 3.6918 0.0614
11 N -1.4089 1.1698 -0.5489
12 C -2.5329 1.2740 -1.1745
13 C -3.0071 0.1011 -1.8881
14 C -4.1446 0.1042 -2.6706
15 C -4.4053 -0.9975 -3.4772
16 C -3.4819 -2.0256 -3.5035
17 C -2.3617 -1.9620 -2.6840
18 N -2.1408 -0.9482 -1.8506
19 H -0.0521 6.8694 1.4242
20 H -1.2497 4.9446 2.0472
21 H -2.4362 2.9811 1.1568
22 H 1.0279 1.9260 -1.1467
23 H 2.2370 3.8885 -0.2023
24 H -3.0257 2.2343 -1.2906
25 H -4.7952 0.9676 -2.6632
26 H -5.2898 -1.0315 -4.0976
27 H -3.6104 -2.8779 -4.1551
28 H -1.6064 -2.7288 -2.7335
29 C 0.2687 -4.9965 -0.6213
30 C -0.4765 -3.8149 -0.6252
31 N 0.0189 -2.6563 -0.2177
32 C 1.2680 -2.6582 0.3305
33 C 2.0822 -3.7894 0.3754
34 C 1.5605 -4.9815 -0.1601
35 C 3.3629 -3.6966 1.0175
36 C 3.7316 -2.5705 1.6664
37 C 2.8540 -1.4359 1.7258
38 C 3.0913 -0.2994 2.5241
39 C 2.1253 0.6680 2.6135
40 C 0.9593 0.5565 1.8482
41 N 0.7521 -0.4555 1.0192
42 C 1.6620 -1.4713 1.0065
43 H -0.1903 -5.9069 -0.9783
44 H -1.5090 -3.8277 -0.9363
45 H 2.1612 -5.8817 -0.1617
46 H 4.0106 -4.5626 1.0057
47 H 4.6798 -2.5184 2.1845
48 H 4.0121 -0.2191 3.0871
49 H 2.2480 1.5278 3.2561
50 H 0.1910 1.3096 1.9136

=====

Record 2
The following is a quantum chemistry calculation of C26H24Br39NO3 as an isolated structure, from OMol25.

The value obtained for the HOMO energy is -8.90 eV. Its LUMO energy is -0.6 eV. The value obtained for the relative energy (zero: lowest compared OMol25 entry of this formula, charge and spin) is 335.50 kJ/mol. The value obtained for the electronic energy is -2766632.787 eV.

CARTESIAN COORDINATES (ANGSTROEM)
1 C 4.2422 -1.3298 0.8070
2 C 2.9332 -2.1854 0.6878
3 N 2.7135 -2.9957 -0.2726
4 C 1.8616 -2.0034 1.8383
5 C 0.5325 -2.5562 1.2728
6 C -0.4385 -1.8706 0.5953
7 C -0.1326 -0.3567 0.3692
8 C -0.4423 0.5274 1.5131
9 C -0.1759 1.9666 1.5007
10 C 0.4223 2.5231 0.2902
11 C 0.7300 1.6783 -0.8691
12 C 0.4623 0.2302 -0.8510
13 C -1.6533 -2.8140 0.2335
14 O -2.7639 -2.6096 -0.1116
15 O -1.1836 -4.1397 0.4922
16 C -0.0525 -3.9982 1.3055
17 O 0.5085 -4.8198 1.9662
18 H 4.7448 -1.6280 1.7641
19 H 4.8754 -1.5638 -0.0957
20 H 4.0337 -0.2298 0.7780
21 H 3.5178 -2.9492 -0.9151
22 H 2.1390 -2.5714 2.7681
23 H 1.7822 -0.9185 2.1272
24 H -0.8873 0.0538 2.4167
25 H -0.4208 2.6112 2.3730
26 H 0.6552 3.6176 0.2894
27 H 1.2149 2.1662 -1.7674
28 H 0.7117 -0.3902 -1.7329
29 C -1.7604 -1.4910 -4.0510
30 Br -0.4341 -2.1788 -5.2829
31 Br -1.2529 -1.7846 -2.2089
32 Br -2.1625 0.3687 -4.3972
33 H -2.6730 -2.0528 -4.2225
34 C -4.0776 1.1198 3.4902
35 Br -4.7891 -0.6687 3.6918
36 Br -2.9068 1.2577 1.9501
37 Br -5.4828 2.4536 3.4568
38 H -3.4716 1.3209 4.3674
39 C -0.7397 6.7705 0.7472
40 Br -1.6215 5.6358 -0.5474
41 Br -1.6021 6.6927 2.4761
42 Br 1.1527 6.3830 0.8731
43 H -0.8321 7.7910 0.3905
44 C -1.8516 9.7647 5.8101
45 Br -2.5440 7.9662 6.0046
46 Br -0.7283 9.9340 4.2461
47 Br -3.2627 11.0883 5.8267
48 H -1.2256 9.9575 6.6748
49 C 3.9238 -2.1960 5.8083
50 Br 4.2785 -3.9087 4.9828
51 Br 3.9405 -0.7618 4.5115
52 Br 2.2840 -2.2157 6.8330
53 H 4.7328 -2.0037 6.5054
54 C 4.7232 2.9074 -3.0792
55 Br 5.0762 1.2018 -3.9191
56 Br 4.7505 4.3587 -4.3583
57 Br 3.0739 2.8733 -2.0605
58 H 5.5292 3.0887 -2.3756
59 C -0.3865 -5.8396 -5.4067
60 Br -1.2887 -7.0282 -6.6377
61 Br -1.1928 -5.8768 -3.6508
62 Br 1.5173 -6.1917 -5.3336
63 H -0.5081 -4.8322 -5.7904
64 C -6.7746 9.5830 3.9275
65 Br -5.1815 8.8538 3.1106
66 Br -6.9802 8.9850 5.7555
67 Br -6.8326 11.5120 3.7906
68 H -7.6223 9.1992 3.3701
69 C -4.1953 -2.8299 -7.4848
70 Br -2.6141 -3.5991 -8.2910
71 Br -4.3577 -3.3063 -5.6163
72 Br -4.2773 -0.9160 -7.7455
73 H -5.0519 -3.2575 -7.9956
74 C 5.5616 -6.3241 -3.8528
75 Br 5.3447 -4.4265 -3.5426
76 Br 5.5788 -6.7448 -5.7408
77 Br 7.1164 -7.0288 -2.9426
78 H 4.6947 -6.8168 -3.4249
79 C 1.8543 -7.3773 -1.5498
80 Br 0.9521 -9.0705 -1.3043
81 Br 0.9021 -5.9243 -0.7122
82 Br 3.6999 -7.4520 -0.9696
83 H 1.8658 -7.1760 -2.6169
84 C -7.7741 -1.6330 -4.0552
85 Br -7.9235 -2.4748 -5.7933
86 Br -6.7666 -2.7171 -2.8069
87 Br -7.0605 0.1596 -4.1856
88 H -8.7802 -1.5473 -3.6590
89 C 5.3411 3.1063 6.0871
90 Br 6.1500 1.7653 7.2229
91 Br 5.9024 2.9192 4.2457
92 Br 3.4141 3.1191 6.2510
93 H 5.6965 4.0716 6.4316

=====

Record 3
The following is a quantum chemistry calculation of a single C3H6F2OS molecule, from OMol25.

The value obtained for the HOMO energy is -8.33 eV. Its LUMO energy is 0.5 eV. The value obtained for the relative energy (zero: lowest compared OMol25 entry of this formula, charge and spin) is 486.53 kJ/mol. The value obtained for the electronic energy is -21520.391 eV. The structure (SMILES) is C=[S@@H](=O)C(C)(F)F.

CARTESIAN COORDINATES (ANGSTROEM)
1 C -0.8198 -1.9692 1.3097
2 S -0.3939 -0.4601 0.7728
3 O 0.6133 0.1689 1.6314
4 C -0.0215 0.0824 -1.0042
5 C 0.8690 1.7167 -0.9160
6 F 0.7385 -0.9034 -1.4949
7 F -1.0915 0.2312 -1.7562
8 H -0.1272 -2.2039 2.0454
9 H -1.2522 -2.6541 0.6726
10 H -1.6701 0.3144 1.0263
11 H 0.1610 2.4141 -0.6371
12 H 1.4959 1.5598 0.0591
13 H 1.4984 1.7032 -1.7089

=====

Record 4
The following is a quantum chemistry calculation of C3H5NO3 as an isolated structure, from OMol25.

The value obtained for the HOMO energy is -9.98 eV. Its LUMO energy is -0.3 eV. The value obtained for the relative energy (zero: lowest compared OMol25 entry of this formula, charge and spin) is 287.28 kJ/mol. The value obtained for the electronic energy is -10822.710 eV.

CARTESIAN COORDINATES (ANGSTROEM)
1 N 1.2697 -0.9793 0.8394
2 C -0.0338 -0.9319 0.3985
3 O -0.9924 -0.9352 1.1304
4 C -0.2838 -0.7563 -1.0675
5 O -0.6611 1.0102 -1.1191
6 C -0.6502 1.8194 -0.0090
7 O -0.5434 1.5181 1.1486
8 H 2.0443 -0.7414 0.2346
9 H 1.3521 -0.6147 1.7800
10 H 0.4856 -1.2589 -1.7242
11 H -1.2759 -1.0449 -1.3798
12 H -0.7112 2.9151 -0.2319

=====

Record 5
The following is a quantum chemistry calculation of C16H36F12MgN2O14S4 as an isolated structure, from OMol25.

The value obtained for the HOMO energy is -10.08 eV. Its LUMO energy is -6.4 eV. The value obtained for the relative energy (zero: lowest compared OMol25 entry of this formula, charge and spin) is 599.76 kJ/mol. The value obtained for the electronic energy is -130202.833 eV.

CARTESIAN COORDINATES (ANGSTROEM)
1 Mg 0.2860 -3.2836 1.1292
2 C -1.7439 0.8450 2.3900
3 F -0.4598 0.6178 2.8495
4 F -2.5246 -0.1663 2.6061
5 F -2.4163 1.9626 2.8269
6 S -1.5666 0.8722 0.4574
7 O -2.9440 0.7540 0.0068
8 O -0.9422 2.1897 0.3180
9 N -0.6361 -0.5685 -0.0200
10 S -0.7189 -0.3744 -1.5783
11 O -0.9782 -1.6901 -2.1453
12 O -1.4329 0.7456 -2.2282
13 C 1.1907 -0.0090 -2.2069
14 F 1.3582 1.2937 -1.8996
15 F 2.0073 -0.7127 -1.4970
16 F 1.3190 -0.2662 -3.5186
17 C 5.3768 -2.3998 2.5730
18 F 5.2115 -2.1777 1.3011
19 F 5.5508 -3.6644 2.9053
20 F 6.5521 -1.7662 2.9688
21 S 3.8252 -1.7301 3.5019
22 O 4.2809 -1.2524 4.8070
23 O 3.4226 -0.5891 2.6686
24 N 2.6342 -3.0817 3.4053
25 S 2.9117 -3.9652 4.7146
26 O 2.2146 -5.2664 4.5407
27 O 4.3174 -4.1312 5.2290
28 C 2.0156 -3.1451 6.1880
29 F 0.7872 -2.8380 5.7317
30 F 1.8420 -4.0825 7.0503
31 F 2.7223 -2.1182 6.6732
32 C -9.1265 2.7074 -2.0604
33 C -8.2303 1.5480 -2.4670
34 O -8.1852 0.6663 -1.3795
35 H -8.5755 3.3967 -1.4206
36 H -10.0940 2.3794 -1.6803
37 H -9.2973 3.2897 -2.9658
38 H -7.2812 2.0003 -2.7547
39 H -8.5237 0.9668 -3.3413
40 H -7.2942 0.6768 -1.0224
41 C 7.1657 2.5879 -4.9133
42 C 8.0464 3.8188 -5.1795
43 O 9.1768 3.3492 -5.8736
44 H 6.2214 2.8890 -4.4596
45 H 7.5698 1.7352 -4.3677
46 H 6.6714 2.2319 -5.8172
47 H 8.4963 4.3166 -4.3205
48 H 7.6082 4.5772 -5.8283
49 H 9.8281 3.0296 -5.2449
50 C -4.8978 7.2628 1.5115
51 C -4.7040 8.5241 2.3846
52 O -4.7414 9.6079 1.5062
53 H -4.3270 7.1689 0.5877
54 H -5.8948 7.3140 1.0739
55 H -4.6201 6.3648 2.0635
56 H -3.7082 8.4899 2.8264
57 H -5.4522 8.6188 3.1716
58 H -4.4611 10.4011 1.9687
59 C -7.5319 2.1116 4.9321
60 C -9.0012 2.0638 4.5749
61 O -9.2484 2.8190 3.4025
62 H -7.4458 1.6425 5.9122
63 H -7.2027 3.1433 5.0558
64 H -6.9436 1.5095 4.2397
65 H -9.6825 2.4458 5.3352
66 H -9.3770 1.0533 4.4144
67 H -8.8413 2.2675 2.7303
68 C 6.5420 -3.1528 -5.4197
69 C 6.9956 -4.4835 -5.1149
70 O 6.0013 -5.0516 -4.3994
71 H 5.6023 -3.1440 -5.9721
72 H 7.0994 -2.5906 -6.1690
73 H 6.4376 -2.5674 -4.5062
74 H 7.8936 -4.5272 -4.4986
75 H 7.1570 -5.1352 -5.9735
76 H 6.2428 -5.8240 -3.8829
77 C 2.0913 -7.7251 -1.2790
78 C 2.5321 -6.5954 -0.3344
79 O 1.9551 -5.4903 -0.9193
80 H 1.0024 -7.7726 -1.2865
81 H 2.4577 -8.6992 -0.9549
82 H 2.2860 -7.5800 -2.3416
83 H 3.6157 -6.5729 -0.2186
84 H 2.0376 -6.7104 0.6301
85 H 2.4927 -5.3556 -1.7032

=====

Record 6
The following is a quantum chemistry calculation of C4H11NO2 as an isolated structure, from OMol25.

The value obtained for the HOMO energy is -9.08 eV. Its LUMO energy is -0.4 eV. The value obtained for the relative energy (zero: lowest compared OMol25 entry of this formula, charge and spin) is 547.32 kJ/mol. The value obtained for the electronic energy is -9906.569 eV.

CARTESIAN COORDINATES (ANGSTROEM)
1 O -2.0656 0.4611 0.8969
2 C -1.8600 -0.8393 0.4342
3 C -0.5141 -1.4215 -0.0327
4 C 0.5150 -0.2882 -0.0817
5 C 2.0101 -0.6715 0.1387
6 N 3.0394 0.3675 -0.1499
7 H -2.8055 -1.3368 0.0416
8 H -1.1265 -1.2964 1.1598
9 H -0.1552 -2.4261 -0.1709
10 H 0.2931 0.2384 0.8461
11 H 0.2552 0.3712 -0.8986
12 H 2.1496 -1.2011 1.0728
13 H 2.2281 -1.4477 -0.6209
14 H 2.8680 1.0543 -0.9630
15 H 3.9322 -0.1062 -0.2644
16 H -1.6913 1.3455 -0.1829
17 H -1.8663 2.5062 -1.3454
18 O -1.2172 1.9199 -0.9439

=====

Record 7
The following is a quantum chemistry calculation of a 2-piece molecular cluster, C3H7N2O2 overall, from OMol25.

The value obtained for the HOMO energy is -4.55 eV. Its LUMO energy is 3.9 eV. The value obtained for the relative energy (zero: lowest compared OMol25 entry of this formula, charge and spin) is 63.35 kJ/mol. The value obtained for the electronic energy is -10300.978 eV. As for the net charge: -1.

CARTESIAN COORDINATES (ANGSTROEM)
1 O 1.1741 0.6684 1.3927
2 C 1.4791 -0.1221 2.3253
3 O 1.4007 0.0322 3.5465
4 H 1.8898 -1.1101 1.9742
5 C -0.6014 -1.3886 -0.6462
6 N -0.1683 1.5426 -0.8557
7 C -1.0550 0.7686 -1.5525
8 N -1.4380 -0.4299 -1.3566
9 H -0.0545 -1.9730 -1.3945
10 H -1.2714 -2.0810 -0.1298
11 H 0.1036 -0.9474 0.0569
12 H -0.1996 2.5285 -1.0115
13 H 0.2787 1.1899 0.0177
14 H -1.5378 1.3219 -2.3665

=====

Record 8
The following is a quantum chemistry calculation of a 2-piece molecular cluster, C2H6S overall, from OMol25.

The value obtained for the HOMO energy is -9.83 eV. Its LUMO energy is 0.9 eV. The value obtained for the relative energy (zero: lowest compared OMol25 entry of this formula, charge and spin) is 107.40 kJ/mol. The value obtained for the electronic energy is -13005.280 eV. The structure (SMILES) is C=C.S.

CARTESIAN COORDINATES (ANGSTROEM)
1 C -1.3082 -0.7769 1.2558
2 C -0.5976 -1.8442 0.8966
3 H -0.8761 0.2121 1.2151
4 H -2.3200 -0.9262 1.5935
5 H 0.4658 -1.6916 0.7600
6 H -0.9916 -2.8494 0.8852
7 S 1.6445 2.1014 -2.3542
8 H 1.1187 3.3161 -2.0432
9 H 2.8645 2.4587 -2.2089

=====

> The highest electronic energy belongs to which entry?

C4H11NO2

=====

Repeat the seventh record exactly.
The following is a quantum chemistry calculation of a 2-piece molecular cluster, C3H7N2O2 overall, from OMol25.

The value obtained for the HOMO energy is -4.55 eV. Its LUMO energy is 3.9 eV. The value obtained for the relative energy (zero: lowest compared OMol25 entry of this formula, charge and spin) is 63.35 kJ/mol. The value obtained for the electronic energy is -10300.978 eV. As for the net charge: -1.

CARTESIAN COORDINATES (ANGSTROEM)
1 O 1.1741 0.6684 1.3927
2 C 1.4791 -0.1221 2.3253
3 O 1.4007 0.0322 3.5465
4 H 1.8898 -1.1101 1.9742
5 C -0.6014 -1.3886 -0.6462
6 N -0.1683 1.5426 -0.8557
7 C -1.0550 0.7686 -1.5525
8 N -1.4380 -0.4299 -1.3566
9 H -0.0545 -1.9730 -1.3945
10 H -1.2714 -2.0810 -0.1298
11 H 0.1036 -0.9474 0.0569
12 H -0.1996 2.5285 -1.0115
13 H 0.2787 1.1899 0.0177
14 H -1.5378 1.3219 -2.3665

=====

> Look up the electronic energy of the fifth one.

-130202.833 eV